Entry 1:
The following is a DFT calculation (ωB97M-V/def2-TZVPD) of the molecule C4H9NO2 in a non-equilibrium geometry.

The net charge is 0. The energy above the lowest of the compared OMol25 structures with the same formula, charge and spin is 25.6 kcal/mol.

```
16
Properties=species:S:1:pos:R:3:forces:R:3:nbo_charge:R:1
C -0.643651 -0.765866 -0.367393 -0.174 0.672 -0.438 -0.5326
C -0.434212 -0.945539 -1.863000 0.386 -0.104 -0.454 -0.0689
O -1.516972 -1.579770 -2.524588 -0.203 -0.179 0.043 -0.7166
C -0.036905 0.552540 0.109824 -0.706 -0.223 0.654 0.6844
N 0.259882 0.575031 1.439208 0.778 0.172 0.294 -0.6210
C 1.136071 1.556431 2.033274 0.244 0.871 0.619 -0.4201
O 0.051424 1.543656 -0.580290 0.454 0.012 -0.333 -0.6138
H -1.723075 -0.649265 -0.197807 0.162 -0.250 0.019 0.2470
H -0.252327 -1.594623 0.206303 -0.079 -0.259 0.221 0.2052
H 0.486124 -1.487604 -2.099290 0.097 -0.048 0.303 0.1593
H -0.301295 0.027820 -2.319203 -0.228 0.248 0.005 0.2089
H -1.355320 -2.527263 -2.548333 -0.076 0.069 0.041 0.4643
H 0.107109 -0.213310 2.043232 -0.135 -0.326 -0.503 0.3902
H 1.871048 1.071518 2.665627 0.010 -0.312 0.227 0.1932
H 1.733641 2.145167 1.344991 -0.335 -0.215 -0.638 0.2269
H 0.618458 2.291076 2.657446 -0.196 -0.130 -0.061 0.1935
```
Positions in Å, forces in eV/Å.

Entry 2:
The following is a DFT calculation (ωB97M-V/def2-TZVPD) of a cluster of 2 separate species, CH3Cl3Si in total in a non-equilibrium geometry.

The net charge is 0. The energy above the lowest of the compared OMol25 structures with the same formula, charge and spin is 79.5 kcal/mol.

```
8
Properties=species:S:1:pos:R:3:forces:R:3:nbo_charge:R:1
C -0.223076 -0.462467 -0.244894 0.698 -3.554 -2.278 -1.1436
Si -0.150148 -1.756850 1.092405 2.624 0.044 -0.315 1.5775
Cl 2.360910 -1.156924 2.984665 -1.799 -0.436 -1.531 -0.6527
Cl -1.405683 -1.638228 2.574123 -0.799 0.141 0.778 -0.2822
Cl 0.046159 -3.659569 0.393441 0.089 0.688 0.299 -0.3147
H -0.636426 0.361706 0.125692 -1.932 3.478 1.871 0.2511
H 0.696078 -0.103612 -0.732969 -0.117 -0.818 0.214 0.2949
H -0.969971 -0.874138 -1.019877 1.236 0.457 0.961 0.2697
```
Positions in Å, forces in eV/Å.

Number 1: Kohn-Sham gap 10.54 eV, calculated total energy -9878.9505 eV. Number 2: Kohn-Sham gap 7.63 eV, calculated total energy -46532.0446 eV.